C28H61AuN7O6P2 as an isolated structure, computed with the ωB97M-V functional and the def2-TZVPD basis.

```
105
Properties=species:S:1:pos:R:3:forces:R:3:mulliken_spin:R:1
Au 0.339 0.332 -0.166 0.28 -0.43 0.15 0.62
C -3.758 -0.196 -3.234 0.04 -0.05 0.00 0.00
C -4.571 0.720 -2.345 0.00 -0.06 0.07 0.00
C -5.947 0.197 -2.012 -0.04 -0.04 0.01 0.00
O -3.841 1.015 -1.079 0.01 0.06 -0.10 0.00
P -3.007 0.053 -0.199 0.14 0.02 0.06 0.01
O -1.629 -0.277 -0.739 -0.02 0.15 -0.14 0.04
C -2.913 0.973 1.342 -0.09 0.09 -0.17 -0.01
P -1.691 0.490 2.568 -0.09 -0.21 -0.15 0.03
O -0.372 0.187 1.912 0.18 0.17 0.12 0.05
O -2.215 -0.764 3.295 -0.13 -0.17 0.06 0.00
C -3.116 -0.935 4.482 0.09 0.04 -0.07 0.00
C -2.317 -0.718 5.742 0.01 0.04 0.03 0.00
C -4.346 -0.066 4.366 -0.01 0.05 -0.01 0.00
O -1.653 1.690 3.554 0.16 0.18 0.18 0.00
C -0.468 2.532 3.848 -0.08 -0.03 -0.01 0.00
C 0.389 1.841 4.880 0.02 -0.03 0.06 0.00
C -1.013 3.862 4.306 -0.03 0.06 0.05 0.00
O -3.850 -1.232 -0.024 -0.14 -0.23 0.18 0.01
C -3.342 -2.526 0.517 0.06 0.15 -0.12 0.00
C -3.134 -3.445 -0.659 0.01 -0.09 -0.04 0.00
C -4.371 -3.011 1.502 -0.10 -0.05 0.00 0.00
H -4.260 -0.277 -4.198 0.01 -0.01 0.00 0.00
H -3.682 -1.201 -2.810 -0.02 0.05 -0.01 0.00
H -2.754 0.203 -3.397 -0.04 0.01 -0.01 0.00
H -4.645 1.706 -2.794 0.02 0.07 0.00 0.00
H -5.896 -0.791 -1.554 0.00 0.03 -0.02 0.00
H -6.529 0.121 -2.932 0.01 0.00 0.02 0.00
H -6.469 0.877 -1.339 0.01 0.00 -0.02 0.00
H -3.908 0.949 1.792 0.01 0.09 0.02 0.00
H -2.693 2.007 1.062 -0.02 -0.01 0.01 0.00
H -3.388 -1.982 4.390 0.01 -0.07 -0.01 0.00
H -2.081 0.336 5.883 -0.01 0.01 0.00 0.00
H -1.396 -1.300 5.727 -0.02 -0.01 0.00 0.00
H -2.912 -1.047 6.594 0.01 0.00 0.00 0.00
H -4.093 0.996 4.358 0.02 -0.02 0.02 0.00
H -4.972 -0.243 5.240 -0.02 -0.01 0.00 0.00
H -4.942 -0.311 3.485 0.03 0.00 0.01 0.00
H 0.077 2.644 2.908 -0.03 -0.04 -0.08 0.00
H -0.163 1.711 5.811 0.01 0.01 0.00 0.00
H 1.261 2.461 5.098 -0.01 -0.02 0.00 0.00
H 0.731 0.862 4.538 -0.01 0.04 -0.02 0.00
H -1.503 3.765 5.275 0.00 0.00 -0.02 0.00
H -1.740 4.257 3.596 0.04 0.00 -0.02 0.00
H -0.196 4.578 4.407 -0.01 -0.01 0.02 0.00
H -2.394 -2.317 1.017 0.02 0.02 0.02 0.00
H -4.069 -3.588 -1.203 0.01 -0.01 0.02 0.00
H -2.792 -4.419 -0.308 0.00 0.02 -0.02 0.00
H -2.384 -3.045 -1.344 -0.02 0.00 0.02 0.00
H -5.337 -3.135 1.012 0.02 -0.02 0.01 0.00
H -4.487 -2.313 2.330 0.01 0.01 -0.01 0.00
H -4.064 -3.977 1.904 0.00 0.02 0.00 0.00
C -1.306 6.435 -0.757 -0.01 -0.02 0.01 0.00
C -1.663 5.340 0.255 0.15 -0.22 -0.13 0.00
C -0.964 4.074 -0.032 -0.12 0.34 0.20 0.00
N -0.394 3.098 -0.248 -0.09 0.06 -0.18 0.00
H -1.831 7.348 -0.489 0.01 0.00 -0.01 0.00
H -1.609 6.153 -1.765 0.00 0.00 0.01 0.00
H -0.237 6.642 -0.750 -0.01 0.00 0.00 0.00
H -2.735 5.138 0.255 -0.02 -0.03 -0.02 0.00
H -1.392 5.641 1.268 0.04 -0.02 0.02 0.00
C 4.445 2.271 -1.184 0.10 -0.12 0.01 0.00
N 3.994 0.985 -0.659 -0.15 -0.02 -0.06 0.02
C 3.835 -0.132 -1.563 -0.10 0.05 -0.10 0.04
C 3.421 0.941 0.588 0.01 0.20 -0.02 0.00
N 2.192 0.498 0.777 -0.03 -0.21 0.03 0.14
N 4.163 1.371 1.615 0.01 0.05 0.21 0.01
C 3.562 1.566 2.933 0.04 0.05 -0.13 0.00
C 5.630 1.447 1.577 -0.17 -0.01 -0.01 0.00
H 3.661 2.778 -1.758 -0.02 -0.06 -0.01 0.00
H 5.314 2.126 -1.824 0.01 0.00 -0.01 0.00
H 4.739 2.924 -0.366 -0.03 0.02 -0.03 0.00
H 4.561 -0.032 -2.368 0.06 -0.01 0.05 0.00
H 2.840 -0.203 -2.020 0.02 0.13 -0.02 -0.01
H 4.017 -1.078 -1.054 0.03 0.04 0.08 0.00
H 1.967 0.334 1.751 0.04 -0.04 0.03 -0.01
H 2.590 2.052 2.838 0.00 -0.02 -0.02 0.00
H 4.208 2.216 3.517 0.03 -0.01 0.01 0.00
H 3.450 0.619 3.467 0.00 0.00 0.02 0.00
H 6.002 1.079 0.628 0.01 -0.02 0.01 0.00
H 6.038 0.835 2.380 -0.01 -0.01 0.01 0.00
H 5.952 2.478 1.723 0.03 0.02 0.00 0.00
C 1.799 2.842 -4.983 0.01 -0.02 0.00 0.01
C 0.798 3.222 -3.906 0.01 -0.08 0.05 0.00
N 0.680 2.105 -2.960 -0.11 0.15 -0.07 0.06
C 0.839 0.849 -3.336 0.08 -0.25 0.43 0.02
N 0.697 -0.110 -2.327 -0.34 0.18 -0.27 0.82
C 0.434 -1.491 -2.680 0.05 0.14 0.01 -0.01
C 0.270 -1.732 -4.168 -0.04 0.02 -0.01 0.00
C 1.309 -0.932 -4.919 0.04 0.11 0.03 -0.01
N 1.166 0.494 -4.557 0.05 -0.09 -0.32 0.10
C 1.425 1.508 -5.604 0.01 -0.06 0.10 -0.01
H 2.802 2.789 -4.553 -0.01 -0.01 -0.01 0.00
H 1.814 3.604 -5.760 0.02 0.01 0.00 0.00
H -0.182 3.442 -4.334 -0.03 -0.02 -0.01 0.01
H 1.125 4.093 -3.343 0.01 0.03 0.01 0.00
H 0.365 2.285 -2.008 0.05 0.04 -0.01 -0.01
H -0.457 -1.766 -2.105 0.03 -0.05 0.01 0.02
H 1.258 -2.075 -2.248 0.01 -0.02 0.00 0.05
H -0.729 -1.424 -4.487 0.01 -0.03 -0.01 0.00
H 0.375 -2.793 -4.388 0.00 0.01 0.02 0.00
H 1.176 -1.007 -5.995 -0.04 0.03 -0.01 0.00
H 2.325 -1.259 -4.683 0.03 -0.01 -0.01 0.01
H 0.534 1.585 -6.229 -0.03 0.01 0.01 0.01
H 2.231 1.123 -6.224 0.03 0.00 -0.01 0.00
```
Forces are in eV/Å.

Summary:
⟨S²⟩: 2.011
Frontier orbital gap (spin up / spin down) (Ha): 0.370 / 0.203
Charge: +3
ΔE to the lowest compared entry with this formula, charge and spin (kJ/mol): 0.0
Highest occupied orbital energy (spin up / spin down) (eV): -16.42 / -16.38
Molecular weight (g mol⁻¹): 850.8
Spin multiplicity: 3